1.
45
Properties=species:S:1:pos:R:3:forces:R:3:nbo_charge:R:1 method="wB97M-V/def2-TZVPD" gap_ev=7.88 homo_energy_ev=-11.0 e_tot_ha=-1351.39856 total_charge=+1
O -0.2402 3.1733 0.0032 0.0 0.0 0.5 -1.158
H -0.3755 3.5724 0.8788 -0.1 -0.3 -0.4 0.478
Bi 0.0517 0.9284 -0.0843 1.0 0.8 -0.2 1.808
N -0.8046 0.1968 -2.2098 0.4 -1.5 -2.7 -0.169
N 1.2503 -1.1004 -1.1844 0.2 -1.5 -1.8 -0.167
O -1.9196 0.7895 -2.7356 0.5 -0.1 0.7 -0.549
O 2.3940 -1.8291 -0.7785 -0.4 0.8 0.3 -0.556
C -0.3410 -0.8482 -2.9024 -1.7 2.5 1.4 0.193
C 0.8431 -1.5000 -2.3783 1.4 0.4 2.8 0.219
C -1.0385 -1.3566 -4.1037 -0.2 -0.1 -0.4 -0.685
C 1.5678 -2.5814 -3.0854 0.0 -0.4 -0.6 -0.693
H -1.8711 -0.7086 -4.3693 0.1 -0.1 0.0 0.271
H -1.4305 -2.3629 -3.9254 0.1 0.0 0.0 0.242
H -0.3536 -1.4242 -4.9512 0.0 0.0 0.0 0.246
H 2.1638 -3.1508 -2.3687 -0.2 0.0 -0.3 0.266
H 2.2588 -2.1587 -3.8308 -0.2 -0.1 0.2 0.258
H 0.8715 -3.2440 -3.6125 0.2 0.2 0.1 0.240
H -2.0962 1.6180 -2.1255 0.0 -0.4 -0.4 0.504
H 2.6944 -1.4080 0.0462 -0.4 0.0 -0.4 0.484
O -0.8146 -1.7590 0.8711 -0.4 -0.6 -0.3 -0.940
H -1.7747 -1.8656 0.7498 0.4 0.1 0.1 0.488
H -0.4199 -2.4929 0.3664 -0.2 0.4 0.3 0.483
C 1.9464 1.7211 -1.0961 0.0 -0.3 0.0 -1.095
H 1.8969 2.8131 -1.1546 -0.1 -0.4 0.1 0.249
H 2.0395 1.2651 -2.0910 0.1 0.2 0.3 0.216
H 2.7815 1.4043 -0.4591 0.0 0.1 -0.2 0.209
O -2.3348 2.7916 -1.2484 0.0 0.4 0.0 -1.005
H -1.4835 3.1118 -0.7284 -0.3 0.0 -0.1 0.514
H -2.6457 3.5411 -1.7745 0.0 -0.2 0.1 0.495
N -1.7225 2.1286 3.9513 0.2 0.0 0.1 -0.498
C -2.9082 2.5958 3.3998 0.4 -0.5 -0.3 -0.075
C -2.9453 2.0985 2.1167 0.8 -0.2 0.7 -0.069
N -1.8036 1.3555 1.8850 0.1 0.1 1.3 -0.474
C -1.0728 1.3823 3.0089 -1.5 0.6 -0.9 0.274
C 0.2274 0.7452 3.1967 1.0 -0.8 -0.3 0.318
N 1.0901 0.3711 2.2365 -0.6 0.4 0.9 -0.507
C 2.1502 -0.2600 2.8688 -0.8 0.5 0.3 -0.071
C 1.9354 -0.2545 4.2235 -0.3 0.2 -0.5 -0.059
N 0.7106 0.3730 4.4117 0.2 0.0 -0.1 -0.492
H -1.3574 2.3168 4.8821 -0.4 0.2 -0.4 0.425
H -3.6016 3.2054 3.9532 0.1 0.0 0.0 0.242
H -3.6984 2.2123 1.3488 0.2 0.1 0.2 0.244
H 2.9724 -0.6666 2.2945 -0.1 0.1 0.3 0.218
H 2.5321 -0.6274 5.0353 -0.1 0.0 0.1 0.243
H 0.2172 0.5077 5.2914 0.4 -0.2 -0.3 0.431

=====

2.
43
Properties=species:S:1:pos:R:3:forces:R:3:lowdin_spin:R:1 method="wB97M-V/def2-TZVPD" gap_ev="7.01 / 5.24" homo_energy_ev="-14.6 / -16.4" spin_multiplicity=5 e_tot_ha=-2906.39655 total_charge=+2
C 0.4246 -0.2016 -4.1863 -0.4 0.4 -1.1 0.092
C 0.8917 -0.1006 -2.7070 1.8 -0.2 -3.9 0.257
H 1.2520 -0.1677 -4.9067 0.3 0.0 0.6 0.004
H -0.2507 0.6285 -4.5306 0.4 -0.5 1.0 0.000
H -0.1270 -1.1188 -4.4610 0.1 0.2 0.9 0.001
O 2.0989 -0.0258 -2.4879 -1.8 -0.1 -0.6 0.591
Cl -2.2978 -0.1772 -1.4585 1.5 0.0 -0.6 0.214
Rh -0.0075 -0.0527 -0.9318 -0.4 0.2 2.7 1.136
P 0.0760 2.2571 -0.1153 0.2 2.1 0.9 0.206
C 1.3273 2.8624 1.1148 0.1 -0.8 -0.2 0.031
C 0.4115 3.1980 -1.6349 -0.1 -0.4 -0.2 0.038
H 0.5162 4.2694 -1.4129 -0.1 -0.3 0.0 0.009
H -1.6083 3.9788 0.2264 0.1 0.0 0.0 0.006
H -0.4388 3.0321 -2.3091 0.2 0.2 0.0 0.001
H -2.2764 2.3138 0.2404 -0.2 0.3 0.1 0.002
H 2.3458 2.5845 0.8008 -0.3 0.2 0.2 0.000
H 1.3256 2.8283 -2.1124 -0.1 0.2 0.1 0.001
C -1.4629 2.9575 0.5812 -0.2 -0.8 -0.2 0.031
H 1.2593 3.9595 1.2150 -0.1 -0.5 -0.2 0.008
H -1.4265 2.9431 1.6776 0.1 0.0 -0.3 0.000
H 1.1042 2.3816 2.0834 0.2 0.3 -0.3 0.001
P 0.3016 -2.2323 0.1398 0.0 -2.2 0.8 0.207
C 1.5619 -2.5867 1.4316 0.1 0.8 -0.2 0.032
C -1.1920 -3.0132 0.8766 -0.1 0.9 -0.3 0.030
H -0.0387 -3.1666 -2.0407 0.3 -0.2 0.2 0.002
H 0.7913 -4.3511 -0.9579 0.0 0.4 -0.1 0.009
H 1.7114 -2.9829 -1.6882 -0.2 -0.2 0.1 0.000
C 0.7437 -3.2960 -1.2758 -0.2 0.4 -0.2 0.039
H -2.0564 -2.4920 0.4519 0.0 -0.3 0.2 0.002
H -1.2175 -4.0771 0.6247 0.1 0.2 0.0 0.006
H 1.5718 -3.6574 1.6731 -0.2 0.2 -0.2 0.008
H 1.2967 -2.0051 2.3283 0.2 -0.3 -0.2 0.001
H -1.1814 -2.8786 1.9665 0.0 0.0 -0.3 0.000
H 2.5611 -2.2814 1.0937 -0.2 -0.2 0.2 0.000
C 1.7987 0.0697 -0.1563 4.6 0.3 1.0 0.031
O 2.9304 0.1343 0.1535 -5.4 -0.3 -1.0 -0.020
Cl -2.1809 -1.3729 4.3213 -0.2 0.8 -0.7 0.086
C -2.3659 0.0518 3.2724 -0.6 0.3 2.5 0.167
Cl -2.3184 1.6090 4.1637 -0.1 -1.1 -0.6 0.084
C -1.0859 0.0685 2.2840 1.7 -0.2 -2.1 0.102
O -1.4631 -0.0276 1.0718 0.0 0.2 3.1 0.227
O 0.0121 0.1514 2.8374 -1.7 -0.1 -0.6 0.350
H -3.3179 -0.0140 2.7435 0.5 0.0 -0.4 0.008

=====

3.
46
Properties=species:S:1:pos:R:3:forces:R:3:nbo_charge:R:1 method="wB97M-V/def2-TZVPD" gap_ev=6.51 homo_energy_ev=-4.5 e_tot_ha=-5691.16503 total_charge=-1
C 1.9461 -2.5443 1.3695 0.5 -0.5 -0.2 -0.621
C 2.7783 -1.3798 0.8623 -0.2 0.1 0.5 -0.208
N 1.9762 -0.1991 0.4817 0.2 -0.2 -0.1 -0.511
C 1.0827 -0.4691 -0.6385 -0.2 0.5 -1.0 -0.226
C 0.1652 0.7290 -0.9571 -0.5 -0.5 0.6 -0.898
Ga -1.6442 0.6108 -0.0089 0.5 0.2 -0.9 1.196
C -2.9872 -0.3045 -1.2775 -0.3 0.5 1.2 -0.940
C -4.3209 -0.3269 -0.5890 1.5 -1.9 -2.3 0.275
C -4.6718 -1.7461 0.1432 -0.7 1.0 1.2 -0.511
O -5.2887 -1.0711 -1.1493 -0.9 1.7 0.9 -0.494
C -2.2812 2.5608 0.2777 -0.8 -1.3 -0.1 -1.163
S -3.2897 2.9309 1.6615 1.0 2.7 0.5 2.029
O -2.6286 2.7283 2.9172 0.1 -1.2 0.1 -0.939
O -3.7465 4.3009 1.5145 -0.8 -0.1 -0.6 -0.996
P -1.5001 -0.7307 1.9394 0.5 0.4 0.1 0.279
S -0.4850 -0.0005 3.4714 0.1 0.0 0.3 -0.700
C 2.9227 0.8188 0.1613 0.3 0.9 -0.5 0.752
C 3.2664 1.7818 1.2828 0.4 -0.9 -0.2 -0.712
O 3.4374 0.9562 -0.9369 -0.6 -0.3 0.7 -0.598
H 2.6379 -3.3647 1.5917 0.0 0.0 0.1 0.202
H 1.2781 -2.9400 0.6058 -0.2 0.1 0.1 0.202
H 1.4139 -2.3187 2.2927 -0.2 0.3 -0.1 0.238
H 3.4411 -1.0901 1.6843 0.0 0.1 -0.1 0.195
H 3.4305 -1.6648 0.0228 -0.1 -0.2 0.0 0.171
H 0.4336 -1.3236 -0.4491 0.3 -0.1 0.4 0.190
H 1.6642 -0.7253 -1.5390 0.0 0.0 0.3 0.171
H -0.0652 0.6721 -2.0250 0.0 0.3 0.0 0.211
H 0.6290 1.6931 -0.7395 0.2 -0.1 -0.2 0.205
H -3.1426 0.2797 -2.1913 0.3 0.0 -0.1 0.219
H -2.7620 -1.3519 -1.4574 0.2 0.1 -0.5 0.241
H -4.6317 0.5721 -0.0600 -0.3 0.0 0.2 0.167
H -5.6027 -2.3113 0.2493 0.9 -1.3 0.0 0.288
H -4.9221 -1.1180 1.0683 -0.9 0.1 -0.5 0.177
H -1.4405 3.2502 0.2543 0.0 0.1 0.5 0.270
H -2.9030 2.7976 -0.5922 0.0 0.0 0.0 0.238
H -4.4128 2.1565 1.6169 0.4 -0.3 -0.4 -0.037
H -2.8022 -1.1837 2.2699 0.2 -0.3 0.0 -0.029
H -0.8286 -1.9138 1.5330 -0.6 -0.1 -0.1 -0.029
H 3.5677 1.1882 2.1494 -0.2 0.2 0.2 0.228
H 4.1130 2.3755 0.9478 -0.1 0.2 0.1 0.216
H 2.4036 2.3900 1.5464 -0.1 -0.1 0.0 0.251
C 4.7518 -0.9418 -3.8608 -0.1 0.2 0.1 -0.223
Cl 4.6277 0.8136 -3.7977 0.1 -0.1 -0.1 0.079
Cl 3.3118 -1.6480 -3.1371 0.1 -0.1 -0.2 0.073
Cl 4.8955 -1.4696 -5.5486 0.0 0.0 0.0 0.032
Cl 6.1830 -1.4686 -2.9603 0.0 0.0 0.0 0.040

=====

4.
41
Properties=species:S:1:pos:R:3:forces:R:3:nbo_charge:R:1 method="wB97M-V/def2-TZVPD" de_lowest_ev=0.000 gap_ev=8.46 homo_energy_ev=-8.7 smiles="NC(=O)OCCC(F)=C(F)F.CC(C)O.CC(C)O" e_tot_ha=-1087.51879
N -0.0924 1.3466 -0.5095 -0.2 0.4 -0.5 -0.895
C 0.0411 2.2581 -1.5923 1.0 -0.3 -1.3 0.880
O 0.7880 2.0507 -2.5184 -0.6 0.4 1.0 -0.531
O -0.7187 3.4056 -1.6144 0.0 -0.5 0.0 -0.515
C -2.0741 3.2098 -1.2358 -0.1 0.3 0.1 -0.077
C -2.8244 2.2211 -2.1485 -1.1 -0.1 -0.4 -0.529
C -3.7124 1.3141 -1.3648 -1.1 0.5 -0.5 0.206
F -3.5174 -0.0227 -1.5048 1.3 -0.2 1.3 -0.318
C -4.6892 1.7271 -0.5093 0.8 -0.7 -0.3 0.680
F -4.6668 1.4896 0.7893 -1.1 -1.1 0.0 -0.287
F -5.7753 2.3747 -0.8755 0.5 1.4 0.4 -0.285
H -1.0552 1.0354 -0.4508 0.0 -0.3 0.4 0.383
H 0.1820 1.7679 0.3697 0.0 -0.1 0.1 0.401
H -2.5571 4.1754 -1.3240 0.1 0.3 0.0 0.203
H -2.1502 2.9312 -0.1861 0.0 -0.2 0.1 0.181
H -3.4564 2.7945 -2.8282 0.2 0.1 -0.3 0.250
H -2.1724 1.6049 -2.7635 0.2 0.0 -0.1 0.255
C 3.5595 -1.0214 2.5708 -0.2 -0.1 0.1 -0.629
C 3.1537 -0.3589 1.2623 0.6 0.2 0.4 0.089
C 4.3694 0.1661 0.5145 -0.1 0.1 -0.2 -0.631
O 2.2330 0.6961 1.5159 -0.4 0.1 -0.1 -0.729
H 4.0551 -0.3019 3.2286 0.1 0.0 -0.1 0.197
H 2.6805 -1.3903 3.1011 0.0 0.0 0.0 0.215
H 4.2385 -1.8575 2.3978 0.0 0.0 0.0 0.211
H 2.6251 -1.0717 0.6382 -0.1 0.0 0.0 0.186
H 4.8911 0.9205 1.1105 0.0 -0.1 0.1 0.195
H 4.0658 0.6439 -0.4175 0.0 -0.1 0.0 0.225
H 5.0697 -0.6376 0.2828 0.0 0.0 0.0 0.211
H 2.6590 1.3581 2.0696 0.1 -0.1 0.0 0.459
C 0.5839 -2.2024 -0.4781 0.1 0.2 0.0 -0.643
C -0.4630 -2.3961 0.6085 -0.1 -0.2 -0.5 0.095
C -0.9588 -3.8336 0.6538 -0.1 0.0 0.2 -0.629
O -1.5646 -1.5111 0.3872 0.1 0.2 0.3 -0.728
H 0.1638 -2.4232 -1.4636 0.0 -0.1 0.0 0.199
H 0.9166 -1.1652 -0.4981 -0.1 0.0 0.0 0.241
H 1.4481 -2.8505 -0.3164 0.0 0.0 0.0 0.203
H -0.0386 -2.1247 1.5764 -0.1 0.1 0.0 0.175
H -1.4291 -4.1068 -0.2948 0.1 0.0 -0.1 0.197
H -1.7112 -3.9543 1.4339 0.0 0.0 0.0 0.216
H -0.1407 -4.5290 0.8477 0.0 0.0 0.0 0.209
H -1.9559 -1.7325 -0.4642 0.0 0.0 0.0 0.463

=====

5.
35
Properties=species:S:1:pos:R:3:forces:R:3:nbo_charge:R:1 method="wB97M-V/def2-TZVPD" de_lowest_ev=2.586 gap_ev=5.79 homo_energy_ev=-15.5 e_tot_ha=-541.12976 total_charge=+2
C -0.0866 -0.9845 -1.0292 0.0 0.0 -0.4 -0.411
C -1.1513 1.2939 1.9428 0.1 0.3 0.3 -0.470
C -0.2765 2.8841 -1.8065 0.2 0.0 -0.1 -0.443
C -2.6572 1.3115 1.6127 -0.3 0.4 0.5 -0.181
C 0.6128 3.2838 -2.7047 -0.1 -0.1 0.2 -0.330
C -1.0520 0.3718 0.7665 -0.2 0.2 0.0 0.574
C 2.9738 -3.5187 0.3010 -0.3 -0.3 0.4 -0.777
C -3.2711 -0.1706 -0.4196 -0.4 -0.4 -0.6 -0.445
C 2.6004 -2.1477 0.1363 0.3 0.0 0.4 0.422
C 1.9577 -1.3497 1.1654 -0.6 0.2 -0.3 -0.589
C 1.3202 -0.0186 0.7241 0.1 0.1 0.1 -0.202
N -0.0170 -0.2184 0.1932 0.0 -0.1 0.1 -0.371
N -2.3444 0.4054 0.5118 0.5 -0.1 0.0 -0.298
H 0.4457 -0.4622 -1.8298 -0.1 0.0 0.0 0.238
H 0.3856 -1.9628 -0.8793 -0.2 -0.1 0.0 0.194
H -0.6479 2.2521 1.8261 0.1 0.0 -0.1 0.267
H -0.8989 0.8662 2.9095 0.0 -0.1 0.0 0.261
H -0.8267 1.9623 -1.9252 -0.1 -0.2 -0.1 0.162
H -0.5192 3.4858 -0.9451 0.0 0.2 0.1 0.196
H -3.3164 0.8747 2.3631 0.1 -0.1 -0.1 0.233
H -3.0589 2.2694 1.2816 0.1 -0.1 0.0 0.235
H 1.1356 4.2213 -2.6094 0.1 0.2 0.1 0.217
H 0.8450 2.7007 -3.5822 0.0 -0.1 -0.1 0.202
H 4.0761 -3.5731 0.2702 0.2 0.2 -0.1 0.359
H 2.6088 -3.9861 1.2131 0.0 0.0 0.0 0.273
H 2.7292 -4.1271 -0.5786 -0.1 0.1 -0.2 0.337
H -3.2733 -1.2607 -0.3652 0.0 0.1 0.0 0.233
H -4.2656 0.1826 -0.1519 0.1 0.0 0.0 0.260
H -3.0669 0.1446 -1.4445 0.0 0.0 0.1 0.236
H -1.1155 -1.1441 -1.3390 0.1 -0.1 0.0 0.251
H 2.9087 -1.6513 -0.7804 0.0 0.1 -0.1 0.230
H 1.2671 -1.9488 1.7707 0.2 -0.1 0.0 0.288
H 2.7780 -1.0952 1.8608 0.3 -0.1 0.0 0.360
H 1.9409 0.4596 -0.0406 0.0 0.1 0.1 0.234
H 1.2599 0.6502 1.5824 0.1 0.0 -0.1 0.254